Below is a structure of composition C30H63AlN3O3 at a distorted geometry, with properties calculated with the ωB97M-V functional and the def2-TZVPD basis.

Calculated values
Largest force on an atom   3.94 eV Å⁻¹
Electronic energy   -1813.1518 a.u.
Gap between HOMO and LUMO (spin up / spin down)   0.2500 / 0.2440 Eh

Geometry as ORCA input:
```
! wB97M-V def2-TZVPD RIJCOSX def2/J DEFGRID3
* xyz -1 3
C -1.827 -4.283 -1.260
C -2.362 -3.560 -2.464
O -1.738 -3.507 -3.447
N -3.695 -3.024 -2.348
C -4.546 -4.022 -3.030
C -3.850 -1.695 -2.989
C -4.259 -0.527 -2.038
C -3.533 0.806 -2.360
C -2.403 1.319 -1.408
Al -1.460 -0.015 -0.201
C 0.565 0.039 -0.277
C 1.151 -0.774 -1.465
C 1.827 0.116 -2.506
C 3.173 0.582 -1.927
C 2.093 -0.642 -3.818
H -2.202 -5.304 -1.211
H -0.748 -4.282 -1.295
H -2.109 -3.806 -0.336
H -4.197 -5.009 -2.735
H -5.586 -3.918 -2.745
H -4.414 -3.938 -4.111
H -4.647 -1.788 -3.722
H -2.957 -1.373 -3.513
H -5.310 -0.342 -2.270
H -4.227 -0.829 -1.000
H -3.147 0.789 -3.378
H -4.304 1.577 -2.366
H -2.833 2.106 -0.787
H -1.636 1.794 -2.025
H -1.982 0.281 1.325
H -1.950 -1.493 -0.558
H 0.913 -0.475 0.623
H 1.005 1.035 -0.231
H 1.930 -1.436 -1.083
H 0.391 -1.422 -1.906
H 1.201 0.982 -2.706
H 3.857 0.917 -2.705
H 3.016 1.443 -1.288
H 3.661 -0.217 -1.384
H 2.937 -0.176 -4.316
H 1.217 -0.590 -4.457
H 2.305 -1.688 -3.629
C 4.726 6.154 -1.683
C 5.183 5.063 -0.678
C 6.264 5.621 0.255
C 7.648 5.736 -0.383
C 8.049 4.419 -1.044
C 7.002 3.922 -2.040
N 5.647 3.856 -1.423
O 5.587 2.833 -0.651
C 7.004 4.840 -3.277
C 7.418 2.553 -2.575
C 3.947 4.748 0.164
H 4.466 5.721 -2.648
H 3.833 6.669 -1.331
H 5.484 6.922 -1.845
H 6.349 4.972 1.133
H 5.949 6.598 0.627
H 7.669 6.554 -1.108
H 8.379 5.994 0.387
H 9.010 4.538 -1.549
H 8.203 3.666 -0.264
H 6.226 4.543 -3.983
H 7.960 4.764 -3.797
H 6.866 5.893 -3.048
H 7.559 1.823 -1.780
H 8.366 2.639 -3.106
H 6.675 2.164 -3.273
H 3.150 4.316 -0.444
H 3.568 5.666 0.615
H 4.165 4.060 0.979
C -6.227 -2.767 5.519
C -4.869 -3.517 5.460
C -3.715 -2.542 5.724
C -3.372 -1.639 4.539
C -3.180 -2.461 3.269
C -4.375 -3.361 2.966
N -4.735 -4.209 4.144
O -3.886 -5.169 4.257
C -5.566 -2.488 2.528
C -4.065 -4.221 1.743
C -4.914 -4.522 6.610
H -6.944 -3.187 4.814
H -6.684 -2.851 6.505
H -6.127 -1.702 5.312
H -2.817 -3.112 5.988
H -3.955 -1.928 6.597
H -4.150 -0.884 4.396
H -2.454 -1.090 4.755
H -3.000 -1.793 2.427
H -2.275 -3.068 3.377
H -6.455 -3.099 2.356
H -5.329 -1.984 1.590
H -5.825 -1.703 3.234
H -3.166 -4.821 1.875
H -3.900 -3.581 0.874
H -4.899 -4.890 1.514
H -5.702 -5.263 6.461
H -5.116 -3.998 7.545
H -3.969 -5.047 6.738
*
```

Below is a structure of composition C30H63FGaO14S6, with properties calculated with the ωB97M-V functional and the def2-TZVPD basis.

Calculated values
Largest force on an atom   0.58 eV Å⁻¹
Electronic energy   -6647.9880 a.u.
Gap between HOMO and LUMO   0.2050 Eh

Geometry as ORCA input:
```
! wB97M-V def2-TZVPD RIJCOSX def2/J DEFGRID3
* xyz -1 1
C 5.200 3.062 5.029
C 6.266 3.329 3.987
O 5.796 2.790 2.773
C 6.460 3.236 1.597
C 7.963 3.404 1.704
Ga 9.033 1.726 2.177
O 7.903 0.226 2.136
C 9.873 1.907 4.043
C 10.438 3.278 4.323
F 9.427 4.164 4.740
H 4.300 3.612 4.756
H 5.542 3.451 5.990
H 5.010 1.995 5.108
H 7.194 2.832 4.274
H 6.443 4.405 3.909
H 5.971 4.159 1.249
H 6.258 2.469 0.849
H 8.302 3.683 0.702
H 8.229 4.239 2.355
H 10.267 1.582 1.127
H 8.431 -0.557 2.269
H 10.690 1.187 4.134
H 9.163 1.688 4.846
H 10.907 3.722 3.442
H 11.181 3.280 5.129
C 2.129 1.210 4.558
C 0.661 0.756 4.586
C -0.166 1.853 3.909
S 0.937 2.654 2.734
O 1.125 4.023 3.152
O 0.500 2.367 1.389
C 2.395 1.702 3.139
H 2.808 0.403 4.827
H 2.283 2.028 5.266
H 0.556 -0.177 4.029
H 0.308 0.572 5.599
H -1.022 1.456 3.369
H -0.490 2.615 4.616
H 3.281 2.330 3.042
H 2.450 0.875 2.432
C -4.977 2.350 1.791
C -6.182 1.434 2.039
C -5.689 0.247 2.878
S -4.292 0.857 3.831
O -3.102 0.167 3.395
O -4.627 0.910 5.233
C -4.279 2.508 3.138
H -5.278 3.312 1.382
H -4.295 1.883 1.077
H -6.950 1.981 2.590
H -6.618 1.101 1.103
H -6.437 -0.132 3.569
H -5.314 -0.564 2.256
H -3.249 2.852 3.071
H -4.846 3.146 3.815
C 9.390 -0.457 8.526
C 10.757 -1.115 8.764
C 10.907 -2.237 7.729
S 9.921 -1.736 6.303
O 8.836 -2.674 6.162
O 10.800 -1.456 5.202
C 9.293 -0.225 7.022
H 9.289 0.478 9.075
H 8.591 -1.127 8.853
H 11.545 -0.373 8.620
H 10.851 -1.502 9.778
H 11.932 -2.380 7.399
H 10.497 -3.180 8.086
H 8.284 -0.061 6.653
H 9.942 0.585 6.689
C -7.071 0.647 -4.598
C -5.851 0.003 -3.929
C -5.325 0.993 -2.883
S -6.747 1.954 -2.352
O -6.564 3.328 -2.744
O -7.075 1.635 -0.982
C -7.930 1.193 -3.460
H -7.620 -0.073 -5.203
H -6.756 1.466 -5.248
H -6.149 -0.929 -3.447
H -5.079 -0.246 -4.651
H -4.894 0.506 -2.012
H -4.607 1.695 -3.302
H -8.656 1.944 -3.762
H -8.423 0.392 -2.909
C -3.792 -4.501 -7.806
C -2.748 -3.375 -7.784
C -3.326 -2.241 -6.927
S -4.443 -3.025 -5.754
O -5.789 -2.575 -6.036
O -3.915 -2.910 -4.419
C -4.243 -4.693 -6.364
H -3.387 -5.421 -8.225
H -4.651 -4.211 -8.407
H -1.819 -3.738 -7.342
H -2.516 -3.019 -8.786
H -2.571 -1.694 -6.368
H -3.924 -1.549 -7.518
H -5.190 -5.218 -6.268
H -3.478 -5.171 -5.753
C -10.068 -4.312 -8.785
C -9.691 -2.884 -9.206
C -8.161 -2.825 -9.301
S -7.628 -4.492 -9.716
O -6.858 -5.000 -8.608
O -7.089 -4.528 -11.051
C -9.252 -5.242 -9.678
H -11.135 -4.498 -8.892
H -9.801 -4.475 -7.740
H -10.132 -2.661 -10.179
H -10.064 -2.144 -8.500
H -7.805 -2.152 -10.077
H -7.698 -2.574 -8.347
H -9.158 -6.257 -9.301
H -9.626 -5.253 -10.702
*
```

Below is a structure of composition C30H63InO14P3 at a distorted geometry, with properties calculated with the ωB97M-V functional and the def2-TZVPD basis.

Calculated values
Largest force on an atom   8.78 eV Å⁻¹
Electronic energy   -3448.3734 a.u.
Gap between HOMO and LUMO   0.1594 Eh

Geometry as ORCA input:
```
! wB97M-V def2-TZVPD RIJCOSX def2/J DEFGRID3
* xyz -1 1
C 3.473 2.041 -1.377
C 3.385 2.448 -2.910
C 1.930 2.305 -3.508
C 0.973 3.522 -3.197
C -0.549 3.047 -2.994
In -2.043 4.283 -4.123
O -3.790 4.794 -3.024
C -4.267 3.716 -2.400
O -3.533 3.088 -1.637
C -5.718 3.186 -2.549
C -6.073 2.413 -3.747
C -7.422 1.852 -3.915
C -8.429 2.054 -2.882
C -8.118 2.850 -1.681
C -6.765 3.394 -1.537
H 4.458 2.388 -0.946
H 2.593 2.465 -0.827
H 3.483 0.920 -1.243
H 4.024 1.687 -3.455
H 3.861 3.446 -3.109
H 2.051 2.200 -4.621
H 1.490 1.368 -3.073
H 0.998 4.220 -4.081
H 1.293 4.093 -2.286
H -0.603 2.004 -3.427
H -0.736 2.947 -1.895
H -1.264 5.779 -4.715
H -2.639 3.300 -5.530
H -5.300 2.253 -4.539
H -7.663 1.243 -4.816
H -9.441 1.594 -3.014
H -8.893 2.994 -0.892
H -6.564 3.982 -0.611
O 7.553 1.116 0.951
P 8.583 0.098 1.381
O 9.947 0.985 1.096
C 10.251 2.061 1.970
C 10.691 1.572 3.339
O 8.584 -0.816 0.009
C 7.498 -0.751 -0.913
C 7.747 0.295 -1.983
O 9.553 -1.123 2.056
C 9.047 -1.744 3.244
C 7.657 -2.319 3.053
H 9.391 2.732 2.056
H 11.064 2.625 1.508
H 9.842 1.159 3.892
H 11.103 2.393 3.928
H 11.441 0.784 3.251
H 6.556 -0.573 -0.390
H 7.412 -1.734 -1.383
H 8.058 1.251 -1.564
H 6.848 0.453 -2.583
H 8.552 -0.027 -2.649
H 9.050 -1.017 4.062
H 9.743 -2.542 3.511
H 6.924 -1.527 2.857
H 7.339 -2.855 3.949
H 7.632 -3.001 2.202
O -12.221 2.704 -4.857
P -13.520 3.085 -5.525
O -13.976 4.306 -4.515
C -13.271 5.539 -4.580
C -13.576 6.299 -5.859
O -14.461 1.887 -4.888
C -13.871 0.713 -4.336
C -13.614 0.876 -2.849
O -14.853 3.443 -6.517
C -14.616 3.402 -7.929
C -14.053 2.069 -8.386
H -12.195 5.364 -4.479
H -13.589 6.132 -3.721
H -13.109 5.809 -6.719
H -13.186 7.317 -5.805
H -14.651 6.338 -6.045
H -12.958 0.449 -4.874
H -14.574 -0.108 -4.492
H -13.100 1.809 -2.619
H -13.016 0.045 -2.469
H -14.559 0.899 -2.302
H -13.940 4.216 -8.207
H -15.573 3.587 -8.421
H -13.058 1.894 -7.963
H -13.964 2.044 -9.473
H -14.693 1.246 -8.061
O 5.887 -7.260 7.547
P 7.282 -6.749 7.823
O 6.914 -5.181 8.176
C 6.276 -4.895 9.413
C 7.216 -5.082 10.591
O 7.762 -6.549 6.258
C 7.080 -7.208 5.194
C 5.967 -6.339 4.636
O 8.900 -6.433 8.236
C 9.569 -7.451 8.989
C 9.531 -8.803 8.302
H 5.381 -5.515 9.528
H 5.951 -3.854 9.370
H 7.413 -6.145 10.762
H 6.776 -4.676 11.504
H 8.174 -4.593 10.409
H 6.705 -8.181 5.517
H 7.813 -7.401 4.407
H 5.327 -5.933 5.419
H 5.347 -6.908 3.940
H 6.387 -5.483 4.103
H 9.123 -7.517 9.986
H 10.605 -7.130 9.114
H 8.504 -9.182 8.231
H 10.119 -9.533 8.860
H 9.921 -8.733 7.286
*
```

Below is a cluster of 6 separate species, C30H63N3O9 in total at a distorted geometry, with properties calculated with the ωB97M-V functional and the def2-TZVPD basis.

Calculated values
Largest force on an atom   2.34 eV Å⁻¹
Energy above the lowest of the compared OMol25 structures with the same formula, charge and spin   0.00 kcal/mol
Electronic energy   -2022.2705 a.u.
Gap between HOMO and LUMO   0.2035 Eh

Geometry as ORCA input:
```
! wB97M-V def2-TZVPD RIJCOSX def2/J DEFGRID3
* xyz 0 1
C 1.828 -2.170 3.162
C 0.951 -1.364 4.121
C 0.073 -0.356 3.394
N -0.502 0.739 4.290
C -1.177 0.103 5.505
C -1.995 1.044 6.329
C -2.999 1.807 5.471
C -2.318 2.528 4.322
C -1.477 1.591 3.476
C 0.569 1.595 4.849
H 2.833 -2.297 3.551
H 1.906 -1.683 2.182
H 1.351 -3.107 2.871
H 1.623 -0.803 4.774
H 0.337 -1.995 4.761
H -0.779 -0.850 2.920
H 0.669 0.268 2.726
H -1.718 -0.770 5.113
H -0.391 -0.395 6.075
H -2.521 0.468 7.092
H -1.412 1.762 6.920
H -3.682 1.077 5.015
H -3.570 2.438 6.151
H -3.102 2.882 3.653
H -1.692 3.346 4.692
H -2.058 0.884 2.877
H -0.822 2.100 2.766
H 1.226 0.974 5.450
H 0.151 2.361 5.488
H 1.166 1.986 4.025
C -3.446 0.051 -4.315
C -2.883 -1.358 -4.221
C -3.385 -2.041 -2.966
N -2.925 -3.471 -2.736
C -1.443 -3.516 -2.970
C -0.746 -4.723 -2.357
C -1.173 -4.893 -0.930
C -2.678 -5.008 -0.729
C -3.335 -3.753 -1.328
C -3.628 -4.324 -3.736
H -2.862 0.732 -3.688
H -4.429 0.122 -3.836
H -3.490 0.477 -5.313
H -1.795 -1.344 -4.284
H -3.178 -1.909 -5.125
H -4.477 -2.097 -2.965
H -3.124 -1.438 -2.095
H -1.009 -2.594 -2.578
H -1.254 -3.456 -4.041
H 0.320 -4.490 -2.416
H -0.860 -5.617 -2.976
H -0.792 -4.134 -0.231
H -0.671 -5.739 -0.439
H -2.930 -5.032 0.328
H -2.978 -5.933 -1.235
H -2.874 -2.972 -0.721
H -4.412 -3.791 -1.203
H -4.697 -4.314 -3.562
H -3.286 -5.352 -3.591
H -3.234 -4.025 -4.699
C 4.515 5.904 -3.860
C 4.784 4.494 -3.278
C 4.072 4.320 -1.957
N 4.160 2.947 -1.327
C 3.263 2.977 -0.117
C 3.056 1.602 0.514
C 2.575 0.602 -0.517
C 3.529 0.551 -1.713
C 3.724 1.902 -2.335
C 5.568 2.695 -0.935
H 5.293 6.597 -3.540
H 3.640 6.296 -3.332
H 4.341 5.887 -4.926
H 5.850 4.285 -3.233
H 4.296 3.844 -4.004
H 3.005 4.510 -2.080
H 4.398 5.029 -1.191
H 2.281 3.406 -0.302
H 3.838 3.622 0.552
H 2.287 1.728 1.285
H 3.939 1.320 1.095
H 1.578 0.809 -0.904
H 2.549 -0.408 -0.104
H 3.053 -0.062 -2.483
H 4.448 0.016 -1.448
H 2.746 2.303 -2.634
H 4.325 1.933 -3.235
H 5.999 3.559 -0.434
H 6.095 2.379 -1.828
H 5.616 1.874 -0.223
O -3.115 -1.968 2.528
C -4.013 -1.590 3.506
O -4.768 -0.615 3.268
O -4.039 -2.284 4.544
H -2.996 -1.317 1.813
O 0.329 1.644 -2.606
C 0.656 0.615 -3.480
O 0.151 -0.515 -3.204
O 1.490 0.888 -4.356
H -0.492 1.341 -2.150
O -0.645 -1.002 -1.023
C -1.647 -0.134 -0.592
O -2.210 -0.381 0.482
O -1.934 0.793 -1.391
H -0.385 -0.618 -1.907
*
```

Number 4 is which compound?
C30H63N3O9